The following is a quantum chemistry calculation of C27H52OP2Pt as an isolated structure in a non-equilibrium geometry, from OMol25.

Geometry (Å):
Pt (1.717, 0.772, -1.132)
C (1.902, -1.799, 1.284)
C (2.819, -0.937, 0.675)
C (1.285, 0.344, 1.891)
C (1.004, -0.996, 2.079)
C (2.381, 0.475, 0.888)
C (1.907, -3.260, 1.134)
H (2.262, -3.521, 0.130)
H (0.917, -3.699, 1.259)
H (2.584, -3.743, 1.850)
C (-0.102, -1.513, 2.920)
H (-0.265, -2.580, 2.729)
H (-1.036, -0.947, 2.671)
H (0.075, -1.381, 3.998)
C (0.736, 1.434, 2.724)
H (1.082, 1.350, 3.773)
H (-0.361, 1.387, 2.736)
H (1.034, 2.428, 2.366)
C (3.432, 1.505, 1.124)
H (4.224, 1.039, 1.722)
H (3.025, 2.363, 1.671)
H (3.853, 1.856, 0.169)
C (4.144, -1.338, 0.191)
H (4.733, -1.731, 1.041)
H (4.719, -0.505, -0.238)
H (4.100, -2.134, -0.566)
C (0.394, -0.210, -2.489)
C (1.465, -1.091, -2.097)
C (2.663, -1.378, -2.996)
C (3.749, -0.258, -3.065)
C (3.325, 1.023, -2.389)
C (2.208, 1.832, -2.845)
C (1.407, 1.523, -4.097)
C (0.377, 0.394, -3.886)
H (2.330, -1.636, -4.005)
H (4.046, -0.110, -4.112)
H (3.158, -2.277, -2.608)
H (0.575, -0.434, -4.585)
H (-0.609, -0.363, -2.042)
H (1.197, -1.947, -1.468)
H (-0.629, 0.774, -4.075)
H (0.873, 2.446, -4.386)
H (2.298, 2.901, -2.602)
H (2.080, 1.248, -4.929)
H (4.652, -0.612, -2.552)
H (4.152, 1.619, -1.999)
P (-2.030, -2.076, -0.066)
C (-2.871, -3.149, 1.140)
H (-3.704, -3.646, 0.632)
H (-3.214, -2.527, 1.979)
H (-2.144, -3.884, 1.512)
C (-3.367, -1.202, -0.954)
H (-4.153, -1.921, -1.209)
H (-2.963, -0.747, -1.870)
H (-3.754, -0.405, -0.308)
C (-1.570, -3.299, -1.345)
H (-1.231, -2.800, -2.263)
H (-2.444, -3.926, -1.554)
H (-0.745, -3.917, -0.966)
P (-0.837, 2.262, -0.208)
C (0.334, 3.686, -0.167)
H (0.001, 4.442, -0.889)
H (1.353, 3.366, -0.418)
H (0.327, 4.124, 0.838)
C (-1.578, 2.632, -1.842)
H (-0.879, 2.430, -2.663)
H (-1.856, 3.695, -1.849)
H (-2.476, 2.014, -1.954)
C (-2.083, 3.071, 0.872)
H (-2.211, 4.112, 0.546)
H (-1.717, 3.042, 1.908)
H (-3.025, 2.516, 0.815)
C (-4.794, 0.495, 2.178)
C (-3.454, 0.585, 2.891)
C (-3.422, -0.005, 4.303)
O (-2.472, 0.100, 2.059)
H (-5.014, -0.551, 1.926)
H (-4.751, 1.068, 1.250)
H (-5.608, 0.886, 2.803)
H (-3.256, 1.674, 3.013)
H (-3.575, -1.092, 4.283)
H (-2.472, 0.206, 4.800)
H (-4.226, 0.432, 4.912)

HOMO-LUMO gap (alpha / beta) in eV: 7.19 / 4.04
Calculated total energy in eV: -52694.0335
LUMO (alpha / beta) in eV: -5.9 / -9.0
E_HOMO (alpha / beta) in eV: -13.1 / -13.0
Net charge: +2
2S+1: 5

The net atomic charges from Mulliken, expressed in e, are:
1 Pt -0.33
2 C 0.21
3 C 0.19
4 C 0.51
5 C 0.60
6 C 2.35
7 C -1.92
8 H 0.37
9 H 0.38
10 H 0.38
11 C -0.26
12 H 0.35
13 H -0.53
14 H 0.43
15 C -1.24
16 H 0.56
17 H -0.38
18 H 0.23
19 C -1.17
20 H 0.41
21 H 0.47
22 H 0.22
23 C -1.80
24 H 0.44
25 H 0.33
26 H 0.36
27 C 0.82
28 C -0.08
29 C -1.20
30 C -1.30
31 C -0.19
32 C -0.21
33 C -1.29
34 C -1.38
35 H 0.41
36 H 0.52
37 H 0.48
38 H 0.53
39 H -0.47
40 H 0.37
41 H 0.63
42 H 0.37
43 H 0.73
44 H 0.35
45 H 0.43
46 H 0.66
47 P 1.27
48 C -1.24
49 H 0.50
50 H 0.14
51 H 0.39
52 C -1.11
53 H 0.51
54 H 0.35
55 H -0.07
56 C -1.31
57 H 0.32
58 H 0.50
59 H 0.31
60 P 1.42
61 C -1.52
62 H 0.51
63 H 0.15
64 H 0.52
65 C -1.28
66 H 0.09
67 H 0.58
68 H 0.35
69 C -1.32
70 H 0.63
71 H 0.35
72 H 0.13
73 C -1.28
74 C 0.76
75 C -1.52
76 O -0.84
77 H 0.34
78 H 0.25
79 H 0.43
80 H 0.22
81 H 0.31
82 H 0.35
83 H 0.45



The following is a quantum chemistry calculation of C33H40Br5CdIN6O8 as an isolated structure, from OMol25.

Geometry (Å):
Cd (-2.190, 0.687, -1.102)
Br (-5.171, 6.475, -4.202)
C (-4.054, 4.984, -3.830)
C (-3.122, 4.564, -4.752)
Br (-2.940, 5.430, -6.432)
C (-2.297, 3.469, -4.432)
Br (-0.956, 2.850, -5.635)
C (-2.380, 2.788, -3.224)
O (-1.584, 1.809, -2.923)
C (-3.386, 3.206, -2.257)
O (-3.486, 2.588, -1.135)
C (-4.172, 4.314, -2.600)
Br (-5.412, 4.872, -1.278)
C (5.255, -4.477, 2.215)
C (4.850, -3.292, 3.091)
C (6.038, -2.320, 3.146)
C (4.580, -3.817, 4.509)
C (3.612, -2.582, 2.554)
C (2.884, -3.023, 1.457)
C (1.756, -2.347, 1.044)
Br (0.810, -3.059, -0.451)
C (1.213, -1.166, 1.658)
O (0.161, -0.590, 1.260)
C (2.005, -0.721, 2.793)
C (3.125, -1.435, 3.184)
C (1.626, 0.498, 3.655)
C (0.540, 1.403, 3.066)
C (2.854, 1.401, 3.878)
C (1.124, 0.001, 5.020)
H (6.161, -4.942, 2.613)
H (5.457, -4.162, 1.189)
H (4.474, -5.238, 2.185)
H (6.937, -2.825, 3.515)
H (5.831, -1.477, 3.807)
H (6.249, -1.916, 2.154)
H (5.467, -4.310, 4.920)
H (3.756, -4.532, 4.501)
H (4.303, -3.001, 5.179)
H (3.176, -3.907, 0.905)
H (3.659, -1.081, 4.060)
H (0.861, 1.837, 2.118)
H (0.353, 2.218, 3.775)
H (-0.380, 0.862, 2.867)
H (3.264, 1.724, 2.919)
H (3.651, 0.908, 4.436)
H (2.559, 2.291, 4.442)
H (0.226, -0.608, 4.894)
H (0.877, 0.846, 5.671)
H (1.877, -0.612, 5.520)
N (-4.308, -1.706, 1.909)
C (-3.488, -1.371, 0.891)
O (-3.064, -0.223, 0.771)
C (-2.919, -2.439, 0.004)
I (-4.003, -4.269, -0.151)
H (-4.782, -0.915, 2.318)
H (-4.868, -2.533, 1.779)
H (-1.933, -2.699, 0.385)
H (-2.834, -2.060, -1.008)
C (-2.615, -2.089, -4.464)
N (-1.353, -1.384, -4.605)
C (-0.959, -1.018, -5.949)
C (-0.716, -0.931, -3.500)
O (-1.244, -0.951, -2.383)
N (0.582, -0.461, -3.688)
C (1.084, 0.413, -2.640)
C (1.565, -1.433, -4.139)
H (-3.260, -1.823, -5.302)
H (-3.119, -1.786, -3.552)
H (-2.462, -3.174, -4.470)
H (-1.807, -0.552, -6.457)
H (-0.642, -1.894, -6.528)
H (-0.151, -0.296, -5.913)
H (0.320, 1.154, -2.418)
H (1.958, 0.938, -3.035)
H (1.362, -0.137, -1.737)
H (1.113, -2.160, -4.810)
H (2.001, -1.974, -3.290)
H (2.372, -0.928, -4.678)
N (-2.720, 4.712, 4.016)
C (-2.166, 4.379, 3.066)
C (-1.435, 3.975, 1.897)
C (-0.450, 4.801, 1.363)
C (0.239, 4.367, 0.249)
C (-0.076, 3.124, -0.282)
N (-1.007, 2.335, 0.238)
C (-1.694, 2.750, 1.293)
H (-0.243, 5.761, 1.818)
H (1.000, 4.976, -0.218)
H (0.421, 2.750, -1.168)
H (-2.467, 2.088, 1.664)
O (-5.516, -1.069, -0.721)
N (-5.335, -0.461, -1.801)
O (-6.280, -0.059, -2.471)
O (-4.144, -0.317, -2.232)

HOMO-LUMO gap in eV: 5.45
Calculated total energy in eV: -423069.7625
LUMO in eV: 3.5
E_HOMO in eV: -1.9
Net charge: -2
2S+1: 1

The net atomic charges from Mulliken, expressed in e, are:
1 Cd 3.53
2 Br -0.25
3 C 0.08
4 C 0.12
5 Br -0.25
6 C -0.03
7 Br -0.21
8 C -1.29
9 O 0.20
10 C 0.73
11 O -0.93
12 C -0.04
13 Br -0.21
14 C -2.21
15 C 2.10
16 C -1.64
17 C -1.64
18 C -0.04
19 C -0.05
20 C -0.45
21 Br -0.23
22 C 0.34
23 O -0.18
24 C -0.40
25 C -0.85
26 C 2.62
27 C -2.21
28 C -2.06
29 C -1.81
30 H 0.43
31 H 0.41
32 H 0.38
33 H 0.45
34 H 0.31
35 H 0.35
36 H 0.45
37 H 0.34
38 H 0.31
39 H 0.45
40 H 0.04
41 H 0.41
42 H 0.53
43 H 0.27
44 H 0.38
45 H 0.44
46 H 0.47
47 H 0.34
48 H 0.43
49 H 0.35
50 N -0.39
51 C 0.07
52 O -0.33
53 C 0.47
54 I 0.02
55 H 0.32
56 H 0.20
57 H 0.17
58 H -0.70
59 C -0.70
60 N 0.42
61 C -1.24
62 C -0.27
63 O -0.66
64 N 0.31
65 C -0.24
66 C -1.08
67 H 0.33
68 H 0.10
69 H 0.21
70 H 0.41
71 H 0.31
72 H 0.36
73 H -0.71
74 H 0.39
75 H 0.32
76 H 0.37
77 H 0.25
78 H 0.30
79 N -0.63
80 C -0.15
81 C 0.24
82 C -0.35
83 C -1.12
84 C -0.09
85 N 0.52
86 C -0.22
87 H 0.51
88 H 0.48
89 H 0.15
90 H 0.38
91 O -0.60
92 N 0.79
93 O -0.70
94 O -0.53



The following is a quantum chemistry calculation of C5H6N2 as an isolated structure, from OMol25.

Geometry (Å):
C (-1.298, -0.512, -0.052)
C (-1.322, 1.020, 0.206)
C (0.167, 0.806, 0.327)
N (1.290, 1.220, -0.176)
C (2.020, 0.037, -0.290)
C (1.287, -1.059, 0.067)
N (0.079, -0.553, 0.526)
H (-1.234, -0.726, -1.122)
H (-2.027, -1.160, 0.435)
H (-1.643, 1.654, -0.621)
H (-1.833, 1.302, 1.130)
H (3.037, 0.053, -0.659)
H (1.547, -2.106, 0.131)

HOMO-LUMO gap in eV: 9.80
Calculated total energy in eV: -8260.8140
Energy above the lowest of the compared OMol25 structures with the same formula, charge and spin in kJ/mol: 149.0
LUMO in eV: 1.0
E_HOMO in eV: -8.8
Net charge: 0
2S+1: 1

The net atomic charges from Mulliken, expressed in e, are:
1 C -0.43
2 C -0.46
3 C 0.39
4 N -0.65
5 C -0.22
6 C -0.38
7 N -0.03
8 H 0.24
9 H 0.27
10 H 0.25
11 H 0.23
12 H 0.41
13 H 0.37